No. 1
The following is a DFT calculation (ωB97M-V with the def2-TZVPD basis set) of C23H26HfN7O9P2Se as an isolated structure.

Last column: natural (NBO) charge in e.
Atoms and positions in Å:
Hf: -0.1387 0.3245 0.2476  2.370
O: -1.4219 2.1337 -0.9353  -1.022
P: -2.7509 1.6354 -0.1311  2.560
O: -4.0386 2.0092 -0.6629  -1.019
O: -2.2304 0.2040 0.0644  -1.174
O: -2.4641 2.3544 1.3302  -1.067
P: -1.1428 1.9921 2.1470  2.553
O: -1.1888 2.9163 3.4024  -0.967
O: -1.0880 0.5085 2.3878  -1.116
O: 0.0704 2.2522 1.2548  -1.142
H: -1.4668 2.8277 -1.6007  0.554
H: -2.0631 3.1838 3.6942  0.540
O: 3.2460 -0.4583 -1.9497  -0.563
C: 2.2908 -0.4828 -1.2150  0.768
O: 1.6523 0.5626 -0.7583  -0.854
C: 1.6997 -1.8273 -0.8135  0.161
C: 2.5046 -2.9667 -0.8942  -0.246
C: 1.9440 -4.1643 -0.5414  -0.069
C: 0.5910 -4.2252 -0.1373  -0.115
C: -0.0446 -5.4352 0.2179  -0.169
C: -1.3543 -5.4364 0.6055  -0.192
C: -2.0876 -4.2354 0.6514  -0.146
C: -1.5079 -3.0426 0.3152  -0.234
C: -0.1555 -3.0202 -0.0797  0.244
N: 0.4406 -1.8311 -0.4046  -0.612
H: 3.5260 -2.8580 -1.2248  0.266
H: 2.5242 -5.0786 -0.5632  0.233
H: 0.5247 -6.3548 0.1761  0.228
H: -1.8386 -6.3640 0.8779  0.234
H: -3.1265 -4.2587 0.9509  0.233
H: -2.0801 -2.1219 0.3324  0.250
C: -1.5668 -0.5058 -6.9656  -0.614
C: -0.3929 -1.4316 -6.6663  -0.225
C: 0.9278 -0.6698 -6.6293  -0.616
C: -0.6256 -2.2388 -5.3863  -0.215
N: -0.7916 -1.3948 -4.2133  -0.172
C: 0.1126 -0.7747 -3.4532  0.177
N: -0.5310 -0.0561 -2.5566  -0.361
N: -1.8436 -0.2709 -2.7752  -0.051
N: -2.0047 -1.0654 -3.7602  -0.030
H: -1.4513 -0.0584 -7.9522  0.226
H: -1.6212 0.3080 -6.2391  0.206
H: -2.5171 -1.0395 -6.9408  0.221
H: -0.3314 -2.1826 -7.4596  0.220
H: 0.8954 0.1463 -5.9028  0.201
H: 1.1294 -0.2209 -7.6012  0.233
H: 1.7672 -1.3228 -6.3824  0.211
H: 0.2053 -2.9175 -5.1920  0.218
H: -1.5429 -2.8213 -5.4563  0.241
H: 1.1795 -0.8287 -3.5908  0.250
C: 0.9003 0.3601 5.1800  -0.415
N: 1.6176 1.1991 4.2383  -0.345
C: 2.0181 0.8441 3.0094  0.318
Se: 1.7550 -0.7901 2.1564  -0.157
N: 2.6460 1.8910 2.4538  -0.523
C: 2.6379 2.9668 3.3237  0.176
C: 3.1318 4.2589 3.2232  -0.232
C: 2.9509 5.0803 4.3203  -0.190
C: 2.3068 4.6300 5.4766  -0.195
C: 1.8157 3.3413 5.5781  -0.211
C: 1.9919 2.5195 4.4746  0.090
H: 0.6411 -0.5701 4.6838  0.255
H: -0.0116 0.8664 5.4924  0.222
H: 1.5258 0.1599 6.0487  0.222
H: 2.9637 1.8803 1.4946  0.452
H: 3.6348 4.6070 2.3319  0.235
H: 3.3193 6.0961 4.2874  0.232
H: 2.1948 5.3075 6.3114  0.231
H: 1.3217 2.9930 6.4744  0.233

Cartesian forces, eV/Å:
0.7010 -0.2595 -0.0806
-0.0731 0.0585 -0.0165
0.1701 0.1597 -0.1718
-0.0828 0.0027 -0.0044
0.2102 -0.1795 0.0304
-0.2731 0.1617 -0.0502
-0.1292 -0.1453 0.1124
0.4066 -0.0800 -0.0808
-0.0672 -0.0962 0.0039
0.0490 -0.0155 -0.2668
-0.0622 0.0714 0.0202
-0.3280 0.1358 0.0869
0.0185 0.0356 0.0898
0.1757 -0.1113 -0.2699
-0.5575 0.0650 0.2284
0.2444 0.2022 -0.0673
-0.2978 -0.2319 -0.0760
-0.0153 0.0387 0.0286
-0.0598 0.1901 -0.0372
-0.0707 -0.0493 0.0371
0.1053 -0.1342 -0.0076
-0.0292 0.1727 -0.0212
-0.0480 -0.0387 0.0395
0.0704 -0.1905 -0.0110
0.1634 0.2460 0.2176
0.0045 -0.0085 -0.0154
0.0136 -0.0031 -0.0056
-0.0053 -0.0108 0.0020
0.0052 -0.0130 -0.0038
-0.0057 0.0117 0.0031
-0.0018 -0.0343 0.0012
0.0202 0.0052 0.0083
-0.0004 -0.0505 0.0146
-0.0283 0.0146 -0.0158
-0.0099 -0.1011 -0.2184
0.2619 0.1697 0.3210
-0.0685 0.2325 -0.1726
0.0390 -0.2607 0.6994
-0.0882 -0.0395 -0.1704
-0.3438 0.0225 -0.1216
-0.0012 0.0129 0.0001
-0.0132 -0.0023 0.0060
-0.0137 0.0010 -0.0179
-0.0046 -0.0167 0.0117
0.0107 -0.0062 -0.0128
0.0124 0.0098 0.0015
0.0183 0.0005 -0.0035
0.0091 0.0188 0.0038
0.0224 -0.0075 -0.0047
0.0262 -0.0504 0.0138
-0.0539 -0.0268 0.0729
0.0246 -0.0185 -0.1117
0.0249 0.0756 0.0354
-0.2254 0.0176 -0.1640
0.1255 -0.1397 -0.0430
-0.0303 0.0702 0.1894
0.0052 0.0206 -0.0358
0.0418 0.0125 -0.0893
-0.0492 -0.0441 0.0846
-0.0144 -0.0169 0.0263
0.0776 0.1314 -0.0968
-0.0009 0.0035 0.0021
0.0042 0.0177 -0.0142
0.0048 -0.0040 -0.0046
-0.0073 0.0014 0.0946
0.0016 0.0041 -0.0106
0.0076 0.0008 -0.0139
-0.0112 -0.0078 0.0135
-0.0050 0.0000 0.0075

As for the multiplicity: 1. Its total energy is -5084.98795 a.u. As for the charge: +1. As for the LUMO energy: -0.1313 Ha.



No. 2
The following is a DFT calculation (ωB97M-V with the def2-TZVPD basis set) of the molecule C23H26N2O8S.

Last column: natural (NBO) charge in e.
Atoms and positions in Å:
C: -5.8015 -0.2112 1.9212  -0.638
C: -5.0744 0.0699 0.6149  -0.074
H: -4.9896 1.1464 0.4423  0.206
H: -5.5868 -0.3945 -0.2296  0.190
O: -3.7636 -0.5058 0.5998  -0.511
C: -2.8113 0.1232 1.2840  0.777
O: -2.9871 1.1336 1.9237  -0.619
C: -1.4850 -0.5391 1.1456  -0.079
C: -0.4041 -0.0084 1.8484  -0.175
C: 0.8586 -0.5487 1.6918  -0.203
C: 1.0323 -1.6052 0.8172  -0.286
C: -0.0344 -2.1649 0.1405  -0.204
C: -1.3010 -1.6334 0.3051  -0.179
H: -2.1465 -2.0514 -0.2173  0.235
H: 0.1518 -3.0016 -0.5145  0.246
S: 2.6807 -2.2788 0.5918  2.313
O: 2.6529 -3.1643 -0.5485  -0.964
O: 3.1049 -2.8136 1.8478  -0.921
N: 3.5853 -0.9257 0.2553  -0.685
C: 4.9382 -0.9108 0.7717  -0.255
H: 5.2580 0.1314 0.8464  0.227
H: 4.8850 -1.3514 1.7681  0.241
C: 5.9180 -1.7227 -0.0877  -0.077
O: 5.6593 -3.1005 -0.0801  -0.720
H: 4.7347 -3.2699 -0.3090  0.476
H: 6.9271 -1.6079 0.3168  0.188
H: 5.9133 -1.3364 -1.1195  0.150
C: 3.3503 -0.3578 -1.0622  -0.262
C: 2.1237 0.5053 -1.0100  -0.135
C: 0.9792 0.2127 -1.6694  -0.103
C: -0.2080 0.9747 -1.4838  -0.166
C: -0.1634 2.0527 -0.5875  0.279
C: -1.3241 2.7726 -0.2938  -0.351
C: -2.5263 2.4250 -0.8728  0.302
C: -2.5768 1.3440 -1.8017  0.306
C: -1.4308 0.6459 -2.0929  -0.267
H: -1.4447 -0.1863 -2.7773  0.224
O: -3.8115 1.0852 -2.3089  -0.499
C: -3.9525 -0.0054 -3.1856  -0.252
H: -3.3527 0.1255 -4.0917  0.178
H: -3.6771 -0.9469 -2.6993  0.175
H: -5.0072 -0.0306 -3.4544  0.203
O: -3.7103 3.0217 -0.6223  -0.482
C: -3.7745 3.9757 0.4165  -0.262
H: -3.4510 3.5364 1.3644  0.204
H: -4.8223 4.2635 0.4832  0.203
H: -3.1722 4.8597 0.1870  0.176
H: -1.2672 3.5827 0.4145  0.225
N: 1.0283 2.3689 0.0028  -0.581
C: 2.2075 1.6667 -0.1318  0.631
O: 3.2082 2.0353 0.4578  -0.638
H: 1.0610 3.1624 0.6322  0.413
H: 0.9415 -0.6439 -2.3284  0.218
H: 4.2130 0.2606 -1.3197  0.238
H: 3.2273 -1.1541 -1.8052  0.221
H: 1.7139 -0.1565 2.2186  0.247
H: -0.5781 0.8281 2.5081  0.241
H: -5.8455 -1.2820 2.1064  0.211
H: -5.2844 0.2691 2.7479  0.226
H: -6.8128 0.1807 1.8631  0.218

Cartesian forces, eV/Å:
0.3379 -0.0311 -0.2169
-0.4735 0.3346 0.1912
-0.0029 -0.1821 -0.0788
0.0893 0.0916 0.0583
0.1161 -0.3012 -0.0955
0.0841 0.2158 0.1271
-0.1047 -0.0811 0.0456
0.1929 -0.2134 -0.0153
-0.1571 -0.1184 -0.0458
-0.0084 -0.0305 0.1103
0.3185 -0.2946 -0.0567
0.1543 -0.1941 -0.0483
-0.0430 0.1092 0.2404
-0.0409 -0.0307 -0.0704
-0.0611 -0.0849 -0.1231
-0.3967 0.4566 0.2232
-0.1644 0.1163 -0.1204
0.1146 0.1505 0.1795
-0.6939 -0.8911 0.3139
0.6962 -0.3873 0.2159
-0.0909 -0.0295 -0.0050
0.2301 0.1473 0.0019
-0.0327 0.3894 0.0519
-0.1083 -0.3107 0.0725
0.1637 -0.0993 -0.1682
-0.0748 0.1214 -0.0714
0.0868 0.0409 0.1183
-0.3209 0.3027 -0.4046
-0.0470 -0.0551 -0.5078
0.5010 0.2880 0.1361
-0.1326 0.5496 0.2741
-0.2983 -0.5154 -0.6288
-0.2311 0.0888 -0.0471
0.1240 -0.1027 -0.1163
-0.0184 -0.0104 -0.0066
-0.2040 0.1976 0.0527
-0.0769 -0.1264 -0.0977
0.0370 0.2492 0.1995
-0.0085 -0.1166 -0.1055
0.0010 -0.0122 0.0287
0.0166 0.0054 -0.0011
0.0779 -0.0483 -0.0169
0.1288 -0.2610 -0.2568
0.0287 0.1652 0.2521
-0.0110 0.0273 -0.0537
0.0845 0.0167 0.0206
-0.0141 -0.0246 -0.0190
-0.0646 0.1015 0.1170
0.1359 0.3031 0.2517
-0.3843 0.1306 -0.1166
0.4163 -0.0261 0.1410
0.1154 -0.1488 -0.0887
0.0344 -0.1593 -0.0535
0.0021 -0.1414 0.0582
0.1085 0.2150 -0.0678
0.0798 0.1619 0.0914
0.0141 0.0849 0.0370
-0.0650 -0.0874 0.0305
-0.0257 0.0269 0.0592
-0.1350 0.0273 0.0042

As for the multiplicity: 1. Its total energy is -2001.68209 a.u. As for the LUMO energy: -0.0071 Ha. The SMILES is CCOC(=O)c1ccc(S(=O)(=O)N(CCO)Cc2cc3cc(OC)c(OC)cc3[nH]c2=O)cc1. For the energy relative to the best compared isomer or geometry (same formula, charge and spin), the calculation gives 60.06 kJ/mol.



No. 3
The following is a DFT calculation (ωB97M-V with the def2-TZVPD basis set) of a 5-piece molecular cluster, C23H26N4O overall.

Last column: natural (NBO) charge in e.
Atoms and positions in Å:
N: -3.5687 -1.5372 3.7296  -0.416
C: -2.9065 -0.7584 2.8361  0.043
C: -1.8700 -1.2130 1.9993  -0.272
C: -1.5273 -2.5372 2.0814  -0.165
C: -2.1841 -3.4031 3.0133  -0.260
C: -3.2071 -2.8517 3.7784  0.023
H: -3.3176 0.2302 2.6951  0.193
H: -1.2509 -0.5832 1.3776  0.227
H: -0.7604 -2.9193 1.4239  0.213
H: -1.9457 -4.4509 3.1210  0.220
H: -3.7913 -3.5595 4.3476  0.192
N: 1.4299 -4.2606 -0.8529  -0.415
C: 2.1681 -3.7680 -1.8646  0.036
C: 1.7041 -2.9115 -2.8374  -0.280
C: 0.2925 -2.8081 -2.9313  -0.147
C: -0.5280 -3.3793 -1.9613  -0.296
C: 0.1113 -4.1048 -0.9949  0.032
H: 3.1847 -4.1294 -1.8174  0.196
H: 2.4151 -2.6464 -3.6059  0.228
H: -0.1175 -2.3273 -3.8072  0.221
H: -1.6056 -3.4505 -1.9534  0.230
H: -0.3426 -4.6325 -0.1692  0.198
N: 3.1366 5.6892 3.7924  -0.416
C: 1.8110 5.9687 3.5315  0.017
C: 1.0877 5.2011 2.5959  -0.257
C: 1.6772 4.0984 1.9499  -0.186
C: 3.0177 3.7793 2.2677  -0.246
C: 3.6940 4.6283 3.1872  0.027
H: 1.4211 6.9195 3.8636  0.198
H: 0.0674 5.5153 2.4328  0.212
H: 1.0442 3.3611 1.4787  0.216
H: 3.4577 2.8595 1.9114  0.238
H: 4.7213 4.4882 3.4900  0.197
N: -1.6645 0.5879 -2.1677  -0.431
C: -2.1938 1.8456 -2.2485  0.026
C: -3.4267 2.1811 -2.7936  -0.262
C: -4.2426 1.1121 -3.2578  -0.153
C: -3.7929 -0.2177 -3.1000  -0.270
C: -2.5046 -0.4272 -2.5728  0.034
H: -1.5172 2.6453 -1.9857  0.192
H: -3.8070 3.1904 -2.8497  0.227
H: -5.1796 1.3142 -3.7554  0.219
H: -4.3880 -1.0564 -3.4301  0.224
H: -2.0535 -1.3857 -2.3626  0.197
C: 3.9176 -0.3674 -1.2077  -0.726
C: 2.8177 -0.0114 -0.2073  0.589
O: 3.2015 0.1422 0.9806  -0.571
C: 1.4316 0.3217 -0.6258  -0.724
H: 4.0123 -1.4314 -1.4245  0.238
H: 4.8862 -0.1845 -0.7425  0.247
H: 3.6983 0.0558 -2.1880  0.220
H: 1.1843 0.2978 -1.6871  0.236
H: 1.2639 1.3521 -0.3123  0.243
H: 0.8390 -0.4716 -0.1701  0.247

Cartesian forces, eV/Å:
0.7270 -0.6010 -1.1836
-0.4513 -1.0320 0.3225
-0.3036 -0.0790 0.8879
-0.2792 -1.5365 1.0736
0.0832 1.6270 -0.9467
0.4625 0.7112 -0.8206
0.2026 0.2934 0.3376
-0.4791 0.3694 -0.2157
0.1803 -0.1113 0.1004
0.0764 -0.0185 -0.1816
-0.2023 0.4207 0.6075
-0.0388 -0.0100 -1.6770
0.3087 -0.1164 1.5256
-1.3254 -1.3925 -0.2047
0.6919 0.5034 -0.2455
0.4512 -0.3791 -0.6871
1.2214 -0.5071 2.2028
0.4003 0.4450 -0.1935
-0.3465 0.4980 -0.1984
-0.1997 0.2708 0.0718
-0.0576 0.4132 -0.4325
-1.0605 0.1659 -0.1483
-1.6216 0.0473 -0.4134
2.0734 -1.2667 -1.9448
0.6246 0.4624 0.6284
0.7404 -0.0565 1.9069
-0.8710 1.0667 0.7113
-1.1365 0.2706 -0.2495
-0.0637 -0.1579 0.5818
-0.1727 -0.2882 -0.2408
0.0881 0.1812 -0.6358
0.1808 0.0621 -0.1281
0.1503 -0.3922 -0.2188
-2.3693 0.2253 -0.6253
0.7796 -0.7954 -0.5989
-0.9409 -1.9476 -0.2716
1.2555 -0.1338 0.5583
0.8261 1.0037 0.0436
0.6047 1.8523 0.7984
0.1037 0.0572 0.3412
0.2914 0.1061 0.0012
-0.1388 0.0024 0.1244
-0.0548 -0.0138 0.0257
-0.4028 -0.2472 -0.3901
-0.5076 -0.7100 0.0535
3.1158 0.5893 2.3014
-1.6204 -0.4325 -2.7281
-0.0369 -0.3195 -0.4128
-0.6426 -0.3547 0.2161
-0.1049 0.7421 -0.3216
0.4585 0.4634 0.0955
0.4814 -0.2166 -0.0756
-0.5438 -0.2869 0.5241
-0.6074 0.5529 0.3492

As for the multiplicity: 1. Its total energy is -1186.19335 a.u. As for the LUMO energy: 0.0152 Ha. The SMILES is c1ccncc1.c1ccncc1.c1ccncc1.c1ccncc1.CC(C)=O. For the energy relative to the best compared isomer or geometry (same formula, charge and spin), the calculation gives 393.14 kJ/mol.



No. 4
The following is a DFT calculation (ωB97M-V with the def2-TZVPD basis set) of the molecule C23H26N6O.

Last column: natural (NBO) charge in e.
Atoms and positions in Å:
C: 2.5072 0.8954 3.6161  -0.607
H: 2.2845 0.7513 4.6698  0.212
H: 3.2239 0.1426 3.2990  0.230
H: 2.9607 1.8727 3.4787  0.230
C: 1.2183 0.7768 2.8011  0.128
N: 1.5745 0.9302 1.3960  -0.195
C: 0.8617 0.8448 0.2405  0.354
N: 1.6690 1.1668 -0.7464  -0.326
N: 2.8463 1.4342 -0.2063  -0.061
N: 2.8085 1.3029 1.0499  -0.061
C: -0.5745 0.4891 0.0664  -0.112
N: -0.7190 -0.9236 -0.2921  -0.442
C: -2.0940 -1.3210 -0.5308  -0.255
C: -2.7186 -0.8293 -1.8042  0.263
C: -3.8732 -0.1377 -2.0284  -0.300
C: -3.9585 0.0515 -3.4289  -0.308
C: -2.8532 -0.5401 -3.9519  0.081
O: -2.1008 -1.0820 -2.9789  -0.419
H: -2.4978 -0.6429 -4.9576  0.204
H: -4.7340 0.5607 -3.9624  0.230
H: -4.5706 0.2045 -1.2919  0.231
H: -2.1119 -2.4172 -0.5181  0.217
H: -2.7067 -0.9632 0.3020  0.215
C: 0.2540 -1.4719 -1.2307  -0.248
C: 1.4706 -1.9805 -0.4965  -0.053
C: 1.3111 -2.8119 0.6052  -0.157
C: 2.4126 -3.2825 1.2978  -0.242
C: 3.6891 -2.9263 0.8954  -0.220
C: 3.8569 -2.1130 -0.2119  -0.205
C: 2.7542 -1.6495 -0.9083  -0.201
H: 2.8933 -1.0093 -1.7669  0.223
H: 4.8484 -1.8312 -0.5326  0.216
H: 4.5496 -3.2842 1.4416  0.213
H: 2.2751 -3.9281 2.1541  0.211
H: 0.3136 -3.0797 0.9216  0.204
H: -0.2151 -2.3126 -1.7479  0.222
H: 0.5598 -0.7474 -1.9910  0.207
C: -1.2366 1.4737 -0.8823  -0.080
C: -0.7917 1.7235 -2.1759  -0.151
C: -1.5081 2.6007 -2.9731  -0.246
C: -2.6311 3.2156 -2.4438  0.036
N: -3.0447 3.0140 -1.2046  -0.423
C: -2.3661 2.1672 -0.4556  0.040
H: -2.7512 2.0329 0.5496  0.181
H: -3.2227 3.9088 -3.0269  0.192
H: -1.1926 2.8068 -3.9839  0.221
H: 0.1085 1.2607 -2.5458  0.242
H: -1.0873 0.5976 1.0320  0.218
C: 0.2622 1.9092 3.1927  -0.609
H: 0.7052 2.8738 2.9531  0.223
H: 0.0752 1.8726 4.2625  0.220
H: -0.6911 1.8330 2.6764  0.205
C: 0.5985 -0.5994 3.0430  -0.617
H: 0.3079 -0.6823 4.0872  0.217
H: -0.2761 -0.7714 2.4241  0.216
H: 1.3264 -1.3753 2.8201  0.234

Cartesian forces, eV/Å:
-0.0682 0.0237 -0.0720
-0.1271 -0.0330 0.0882
0.0790 -0.0479 0.0212
0.0623 0.0374 0.0528
-0.1414 -0.0058 0.8731
-0.2806 -0.1094 -1.3818
0.5179 0.2323 0.6108
-0.8472 -0.1038 -0.2391
0.7317 0.2379 -0.5649
0.4942 0.0656 1.0138
-0.3357 -0.0596 0.0163
-0.0867 0.0043 0.0403
0.1035 -0.1226 -0.3019
-0.9066 0.2721 0.4949
0.5096 -0.4639 0.1713
0.3622 -0.2469 -0.3737
-0.7131 0.4264 -0.3486
0.4413 -0.3170 0.2083
0.1257 -0.0594 -0.1108
-0.1254 0.1066 -0.1967
-0.0889 0.0830 0.2303
-0.0773 0.0896 0.0703
-0.0633 -0.0608 -0.0768
0.1619 -0.1245 0.0479
0.1490 -0.0831 -0.0811
0.0634 -0.0351 -0.0927
-0.0693 -0.1080 0.0226
0.1106 -0.0068 0.0379
0.1048 -0.0375 -0.0049
-0.0681 -0.0848 -0.0261
-0.0139 0.0940 -0.0542
0.0948 0.0337 -0.0203
0.0714 -0.0260 0.0421
-0.0072 -0.0518 0.0614
-0.1151 0.0002 0.0695
-0.0063 0.1265 -0.0114
-0.0421 -0.1470 -0.0520
-0.1327 0.2814 0.1065
-0.1256 0.0624 -0.1037
0.0250 -0.0721 0.1307
0.1108 0.0484 -0.2088
-0.4547 0.2773 0.1642
0.4023 -0.1602 0.1048
0.0491 -0.1269 0.1476
0.0084 0.0499 -0.1348
0.0101 0.0301 -0.0958
0.0039 -0.0207 -0.0454
0.1114 0.0759 -0.1550
0.1278 -0.0975 -0.0922
0.0378 0.0740 -0.0107
-0.0383 -0.0226 0.1039
-0.1120 0.0027 -0.0334
0.1363 0.1526 -0.0654
-0.0351 0.0330 0.1134
-0.1300 -0.0595 -0.0915
0.0056 -0.0268 0.0015

As for the multiplicity: 1. Its total energy is -1295.76291 a.u. As for the LUMO energy: 0.0222 Ha. The SMILES is CC(C)(C)n1nnnc1[C@@H](c1cccnc1)N(Cc1ccccc1)Cc1ccco1. For the energy relative to the best compared isomer or geometry (same formula, charge and spin), the calculation gives 290.50 kJ/mol.



| no. | HOMO-LUMO gap (eV) | HOMO (eV) | F_max (eV Å⁻¹) |
| --- | --- | --- | --- |
| 1 | 7.6 | -11.1 | 0.75 |
| 2 | 7.8 | -8.0 | 1.17 |
| 3 | 9.8 | -9.3 | 3.92 |
| 4 | 9.0 | -8.4 | 1.41 |